No. 1
C24H52N4O4S4 | ωB97M-V/def2-TZVPD

Energy in Ha: -3058.2075
Kohn-Sham gap in eV: 7.90
Relative energy (zero: lowest compared OMol25 entry of this formula, charge and spin) in eV: 0.000
LUMO in eV: -0.04

Positions of all 88 atoms, in Å:
C 2.755 -3.470 -1.278
C 3.967 -2.856 -1.921
C 3.652 -1.645 -2.828
C 3.524 -0.413 -2.065
N 3.435 0.587 -1.509
H 2.990 -4.338 -0.659
H 2.019 -3.823 -2.002
H 2.283 -2.720 -0.638
H 4.524 -3.611 -2.485
H 4.711 -2.574 -1.170
H 2.726 -1.868 -3.362
H 4.439 -1.547 -3.574
C -1.498 -1.479 0.677
C -0.213 -0.891 0.159
C -0.328 0.526 -0.390
C -0.690 1.485 0.661
N -0.969 2.225 1.488
H -1.275 -2.373 1.267
H -2.212 -1.745 -0.104
H -2.016 -0.832 1.392
H 0.292 -1.510 -0.585
H 0.572 -0.935 0.926
H -1.070 0.591 -1.187
H 0.629 0.871 -0.792
C -2.039 -5.350 0.280
C -0.956 -5.678 1.316
C -0.725 -7.193 1.445
C -1.931 -7.919 1.830
N -2.879 -8.485 2.123
H -2.033 -6.011 -0.589
H -1.913 -4.323 -0.060
H -3.032 -5.477 0.712
H -1.309 -5.288 2.270
H -0.004 -5.242 1.018
H 0.075 -7.372 2.164
H -0.382 -7.607 0.493
C -0.828 -5.033 -3.227
C -1.923 -4.191 -3.863
C -1.420 -2.952 -4.617
C -0.637 -2.068 -3.744
N -0.041 -1.340 -3.084
H -0.239 -4.416 -2.546
H -0.181 -5.538 -3.945
H -1.309 -5.811 -2.636
H -2.640 -3.934 -3.081
H -2.469 -4.810 -4.579
H -2.277 -2.401 -5.000
H -0.755 -3.254 -5.427
C 2.788 3.234 -3.518
S 2.790 4.632 -2.338
O 1.489 5.312 -2.535
C 2.651 3.738 -0.784
H 3.166 2.281 -3.160
H 3.384 3.626 -4.341
H 1.745 3.164 -3.829
H 2.656 4.510 -0.014
H 3.532 3.102 -0.704
H 1.746 3.142 -0.665
C -3.382 -0.254 4.766
S -3.532 1.528 4.961
O -3.740 1.849 6.394
C -1.791 1.857 4.623
H -4.340 -0.716 5.003
H -2.616 -0.619 5.453
H -3.168 -0.508 3.729
H -1.270 1.539 5.529
H -1.555 2.875 4.346
H -1.509 1.148 3.846
C -1.076 7.369 -0.212
S -1.732 6.309 -1.506
O -0.937 6.563 -2.708
C -1.150 4.743 -0.846
H -0.054 7.048 0.015
H -1.653 7.269 0.708
H -1.035 8.381 -0.602
H -0.222 4.856 -0.279
H -1.010 4.070 -1.684
H -1.855 4.367 -0.097
C 0.181 5.631 3.799
S 1.250 5.266 2.397
O 2.522 6.031 2.558
C 1.778 3.642 2.985
H -0.086 6.687 3.783
H 0.682 5.384 4.732
H -0.740 5.060 3.664
H 1.068 2.856 2.716
H 1.914 3.677 4.062
H 2.706 3.388 2.479

Löwdin population analysis, charges in e, atoms 1 to 6: C -0.108; C -0.260; C -0.170; C -0.197; N 0.179; H 0.077

No. 2
C24H53Cl2N10O2Pr | ωB97M-V/def2-TZVPD

Energy in Ha: -3081.1856
Kohn-Sham gap (alpha / beta) in eV: 7.08 / 7.11
Relative energy (zero: lowest compared OMol25 entry of this formula, charge and spin) in eV: 0.000
Net charge: +2
LUMO (alpha / beta) in eV: -5.52 / -5.48
Spin multiplicity: 3

Positions of all 92 atoms, in Å:
Pr 0.018 -0.089 -1.085
C 1.648 -3.612 -3.263
N 1.105 -4.244 -2.090
C 0.392 -5.500 -2.350
C 1.293 -3.680 -0.856
N 1.442 -2.347 -0.756
C 2.657 -1.995 0.007
C 3.274 -0.636 -0.402
N 2.321 0.490 -0.072
C 2.904 1.778 -0.551
C 1.997 2.976 -0.409
N 0.696 2.781 -1.093
C 0.010 3.900 -1.238
N -0.814 3.982 -2.309
C -0.627 3.193 -3.502
C -1.983 4.857 -2.211
N 0.060 5.049 -0.430
C 0.689 6.259 -1.017
C 0.130 5.047 1.056
C 2.059 0.606 1.395
C 0.577 0.968 1.692
N -0.306 -0.229 1.516
C -1.110 -0.630 2.521
N -1.024 -0.125 3.833
C 0.122 -0.385 4.710
C -2.187 0.550 4.481
N -2.005 -1.618 2.332
C -2.677 -2.316 3.462
C -2.439 -2.040 1.013
N 1.309 -4.520 0.237
C 0.904 -4.109 1.598
C 1.927 -5.836 0.194
H 0.909 -3.707 -4.097
H 1.866 -2.541 -3.080
H 2.551 -4.076 -3.605
H -0.188 -5.366 -3.254
H -0.281 -5.780 -1.503
H 1.096 -6.344 -2.544
H 3.443 -2.777 -0.106
H 2.401 -1.968 1.069
H 3.423 -0.643 -1.493
H 4.199 -0.502 0.122
H 3.146 1.655 -1.652
H 3.857 1.982 -0.046
H 2.552 3.795 -0.888
H 1.950 3.196 0.686
H -0.939 3.759 -4.373
H -1.300 2.351 -3.449
H 0.400 2.886 -3.662
H -1.829 5.881 -2.588
H -2.276 4.867 -1.191
H -2.781 4.421 -2.831
H 0.573 6.249 -2.093
H 1.747 6.419 -0.780
H 0.118 7.133 -0.682
H -0.071 4.025 1.402
H -0.621 5.762 1.386
H 1.143 5.298 1.422
H 2.674 1.462 1.807
H 2.363 -0.332 1.830
H 0.228 1.774 1.004
H 0.522 1.335 2.731
H 0.968 -0.756 4.149
H -0.102 -1.152 5.506
H 0.434 0.515 5.269
H -3.057 0.511 3.815
H -1.965 1.597 4.666
H -2.440 0.030 5.401
H -2.131 -2.205 4.396
H -2.731 -3.375 3.203
H -3.733 -1.996 3.601
H -3.496 -2.358 1.086
H -1.862 -2.882 0.614
H -2.401 -1.258 0.222
H 0.358 -3.164 1.609
H 1.775 -4.022 2.245
H 0.276 -4.904 2.007
H 2.302 -6.053 -0.801
H 1.235 -6.604 0.527
H 2.803 -5.880 0.869
Cl 0.768 -0.088 -3.933
C -0.842 -0.846 -4.378
Cl -1.317 -1.906 -2.834
H -0.774 -1.519 -5.239
H -1.647 -0.130 -4.492
C -4.139 1.526 0.086
O -2.694 1.403 -0.171
C -2.332 0.953 -1.413
O -3.013 1.008 -2.429
H -4.219 2.264 0.888
H -4.616 0.597 0.361
H -4.647 1.952 -0.784

Löwdin population analysis, charges in e, atoms 1 to 6: Pr 0.847; C -0.068; N -0.140; C -0.037; C -0.370; N -0.059

No. 3
C24H53IrN11 | ωB97M-V/def2-TZVPD

Energy in Ha: -1651.3103
Kohn-Sham gap (alpha / beta) in eV: 8.71 / 3.58
Relative energy (zero: lowest compared OMol25 entry of this formula, charge and spin) in eV: 1.204
Net charge: +4
LUMO (alpha / beta) in eV: -10.00 / -15.04
Spin multiplicity: 6

Positions of all 89 atoms, in Å:
Ir -0.281 0.333 0.284
C 1.049 1.111 3.217
N 1.749 2.289 2.785
C 3.008 2.580 3.432
C 1.221 3.079 1.822
N 0.305 2.619 1.000
C -0.447 3.569 0.200
C -1.814 3.004 -0.152
N -1.738 1.755 -0.918
C -3.072 1.156 -1.008
C -2.990 -0.362 -1.184
N -2.331 -0.913 -0.012
C -2.838 -1.997 0.545
N -2.640 -2.273 1.846
C -2.288 -1.254 2.798
C -2.801 -3.595 2.400
N -3.595 -2.909 -0.173
C -3.206 -3.338 -1.487
C -4.904 -3.330 0.251
C -1.179 1.918 -2.270
C 0.330 1.684 -2.404
N 0.840 0.567 -1.633
C 1.816 -0.190 -2.173
N 1.781 -0.540 -3.486
C 0.530 -0.843 -4.141
C 2.945 -0.650 -4.334
N 2.830 -0.605 -1.398
C 3.162 0.067 -0.161
C 3.647 -1.769 -1.676
N 1.691 4.385 1.793
C 2.089 5.063 0.593
C 1.664 5.195 2.981
H 1.732 0.450 3.746
H 0.615 0.578 2.341
H 0.227 1.372 3.887
H 3.601 3.264 2.835
H 3.575 1.658 3.558
H 2.864 3.004 4.427
H 0.091 3.824 -0.717
H -0.614 4.498 0.754
H -2.383 3.759 -0.705
H -2.356 2.807 0.777
H -3.636 1.589 -1.841
H -3.622 1.358 -0.087
H -2.443 -0.617 -2.100
H -4.020 -0.723 -1.279
H -2.216 -0.285 2.301
H -1.346 -1.499 3.287
H -3.062 -1.203 3.570
H -2.745 -4.358 1.626
H -3.749 -3.698 2.934
H -2.012 -3.773 3.134
H -2.160 -3.104 -1.673
H -3.829 -2.904 -2.276
H -3.347 -4.420 -1.553
H -5.221 -2.820 1.157
H -4.943 -4.412 0.410
H -5.624 -3.117 -0.546
H -1.399 2.922 -2.651
H -1.687 1.206 -2.920
H 0.874 2.575 -2.068
H 0.549 1.584 -3.471
H -0.274 -0.884 -3.408
H 0.615 -1.816 -4.632
H 0.287 -0.125 -4.929
H 3.840 -0.290 -3.835
H 2.780 -0.042 -5.229
H 3.100 -1.674 -4.685
H 2.789 1.090 -0.166
H 4.246 0.093 -0.058
H 2.752 -0.462 0.702
H 4.651 -1.490 -2.003
H 3.190 -2.408 -2.423
H 3.768 -2.336 -0.752
H 2.312 4.358 -0.202
H 2.992 5.645 0.803
H 1.344 5.789 0.248
H 1.222 4.662 3.818
H 1.080 6.105 2.794
H 2.667 5.537 3.258
C 1.090 -4.887 0.075
C 1.407 -4.030 1.310
C 0.890 -2.722 1.154
N 0.478 -1.660 0.972
H 1.518 -5.873 0.212
H 1.521 -4.454 -0.825
H 0.017 -4.996 -0.063
H 2.492 -3.968 1.460
H 0.984 -4.490 2.210

Löwdin population analysis, charges in e, atoms 1 to 6: Ir 1.407; C -0.020; N -0.130; C -0.004; C -0.334; N 0.055

No. 4
C24H53N2O11P2 | ωB97M-V/def2-TZVPD

Energy in Ha: -2565.7220
Kohn-Sham gap (alpha / beta) in eV: 9.06 / 8.47
Relative energy (zero: lowest compared OMol25 entry of this formula, charge and spin) in eV: 7.344
LUMO (alpha / beta) in eV: -0.17 / -0.75
Spin multiplicity: 2

Positions of all 92 atoms, in Å:
C -0.084 2.834 3.226
C -0.937 2.949 1.792
C -0.468 1.595 0.928
C -2.513 2.808 2.178
C -3.396 4.179 2.158
C -3.907 4.549 3.693
C -2.754 5.230 4.637
C -2.937 6.860 4.778
N -1.687 7.714 4.493
O -4.117 7.383 5.132
P -5.030 3.741 1.190
P -6.453 2.701 2.511
O -7.724 2.353 1.581
O -5.825 1.171 3.059
O -7.027 3.742 3.797
C -2.739 5.441 1.347
C -1.576 4.904 0.326
C -2.111 4.040 -0.957
C -0.868 6.278 -0.315
N -0.509 4.246 1.162
O 0.672 4.156 0.511
H 0.118 3.948 3.587
H 0.995 2.363 3.065
H -0.622 2.170 4.025
H -0.293 1.839 -0.220
H -1.315 0.754 0.942
H 0.494 1.086 1.367
H -3.017 2.034 1.423
H -2.659 2.316 3.256
H -4.853 5.246 3.591
H -4.251 3.550 4.246
H -2.881 4.751 5.723
H -1.654 4.993 4.310
H -0.973 7.051 4.070
H -1.914 8.391 3.730
H -5.629 4.994 0.720
H -6.088 0.514 2.346
H -7.138 4.649 3.352
H -2.215 6.228 2.067
H -3.566 6.057 0.754
H -3.191 4.472 -1.224
H -2.283 2.892 -0.746
H -1.475 4.199 -1.952
H -1.725 7.000 -0.726
H -0.170 5.996 -1.227
H -0.216 6.768 0.528
C -3.842 -5.346 -1.983
O -2.864 -4.483 -2.539
C -3.423 -3.260 -3.023
C -2.399 -2.127 -2.925
O -2.213 -1.630 -1.592
C -1.537 -2.505 -0.678
C -0.038 -2.653 -0.960
O 0.182 -3.491 -2.096
C 1.312 -3.095 -2.856
H -4.514 -5.713 -2.764
H -3.327 -6.196 -1.527
H -4.411 -4.835 -1.201
H -4.318 -2.988 -2.451
H -3.701 -3.417 -4.068
H -2.782 -1.278 -3.501
H -1.444 -2.401 -3.377
H -2.038 -3.471 -0.613
H -1.646 -2.036 0.307
H 0.451 -3.129 -0.106
H 0.401 -1.659 -1.115
H 1.224 -2.050 -3.164
H 1.351 -3.711 -3.758
H 2.230 -3.246 -2.280
C 8.824 -2.904 -1.684
O 8.035 -3.896 -2.319
C 8.738 -5.128 -2.493
C 7.764 -6.309 -2.469
O 7.297 -6.646 -1.155
C 6.395 -5.712 -0.544
C 4.997 -5.706 -1.170
O 5.010 -5.035 -2.431
C 4.101 -5.601 -3.360
H 9.643 -2.592 -2.340
H 8.185 -2.042 -1.476
H 9.218 -3.271 -0.732
H 9.488 -5.263 -1.704
H 9.242 -5.085 -3.462
H 8.302 -7.195 -2.822
H 6.929 -6.161 -3.155
H 6.829 -4.713 -0.504
H 6.294 -6.044 0.496
H 4.306 -5.162 -0.519
H 4.644 -6.740 -1.279
H 4.299 -6.667 -3.493
H 4.246 -5.107 -4.324
H 3.070 -5.443 -3.029

Löwdin population analysis, charges in e, atoms 1 to 6: C -0.064; C -0.396; C -0.056; C -0.140; C -0.561; C -0.200